# 1
2 unconnected molecules or ions with the total composition C4H10O in a non-equilibrium geometry, computed with the ωB97M-V functional and the def2-TZVPD basis.

Values from the calculation:
E (Eh): -233.5879
Gap between HOMO and LUMO (hartree): 0.37312
Lowest unoccupied orbital energy (Eh): 0.0270
Energy relative to the best compared isomer or geometry (same formula, charge and spin) (kcal/mol): 35.8
SMILES string: C=C(C)C.O

```
15
Properties=species:S:1:pos:R:3:forces:R:3:mulliken_charge:R:1
C 1.35723 -0.17194 -0.30561 -1.139 -1.646 -1.844 0.78
H 0.50156 0.66727 1.48653 0.553 1.320 0.741 0.37
H 0.27267 -2.02681 -1.12213 1.338 0.598 0.462 0.26
H 1.90446 -1.56213 -1.91850 -0.935 -0.678 1.623 0.27
H 1.64412 1.88158 -0.57397 0.020 0.994 0.273 0.31
H 1.86919 -2.29591 -0.16801 -0.686 0.395 -1.120 0.29
C 0.66311 -0.25345 0.99431 1.431 -0.472 1.685 -1.26
H -4.02719 1.79828 1.18565 2.461 0.898 0.226 0.30
H 2.15275 0.78454 -2.04953 -0.635 0.391 1.572 0.19
H 1.16952 -0.99682 1.70052 -0.501 1.094 -0.845 0.27
C 1.72204 0.92081 -1.00346 0.487 -2.489 -0.870 -0.84
H -5.34463 2.03088 0.62145 -1.855 2.071 -1.879 0.30
H -0.33567 -0.57885 0.93600 -1.319 -0.997 -0.729 0.33
O -4.87382 1.44755 1.13366 -0.602 -2.969 1.652 -0.60
C 1.32468 -1.64500 -0.91691 1.381 1.489 -0.947 -0.96
```
Positions in Å, forces in eV/Å.

# 2
A molecular structure, C4H10O in a non-equilibrium geometry, computed with the ωB97M-V functional and the def2-TZVPD basis.

Values from the calculation:
E (Eh): -233.5135
Gap between HOMO and LUMO (hartree): 0.33974
Lowest unoccupied orbital energy (Eh): 0.0400
Energy relative to the best compared isomer or geometry (same formula, charge and spin) (kcal/mol): 82.5

```
15
Properties=species:S:1:pos:R:3:forces:R:3:mulliken_charge:R:1
H -0.95273 0.03628 1.82964 -0.629 0.317 1.145 0.45
C 2.63737 -0.06817 -0.55909 0.384 0.103 -0.127 -0.70
H -1.92811 1.20171 0.91625 0.023 -0.392 -0.121 0.37
H 2.95574 0.09248 0.48318 -0.144 -0.047 -0.210 0.31
H -2.68738 0.39567 -0.77712 -0.073 0.100 -1.426 0.14
H -2.04348 0.20877 -1.16773 -1.600 0.590 -0.300 -0.07
C -1.68854 0.13617 1.04430 0.356 -0.029 0.671 -1.40
H 0.58982 0.98003 0.27656 0.156 -0.385 0.080 0.30
O 1.39394 -0.71655 -0.63904 0.090 -0.095 -0.465 -0.37
C 0.36733 -0.02171 -0.11329 0.116 0.060 -0.168 -0.28
H -1.13822 -1.47581 -0.41582 0.191 0.139 -0.039 0.40
H -2.58728 -0.43236 1.30286 0.152 0.170 -0.173 0.34
C -0.86649 -0.49098 -0.04699 0.710 -0.591 1.048 -0.06
H 2.61031 0.89505 -1.08469 0.108 -0.112 0.061 0.32
H 3.33770 -0.74057 -1.04901 0.161 0.172 0.023 0.24
```
Positions in Å, forces in eV/Å.

# 3
A molecular structure, C4H10O, computed with the ωB97M-V functional and the def2-TZVPD basis.

Values from the calculation:
E (Eh): -233.4582
Gap between HOMO and LUMO (hartree): 0.27866
Lowest unoccupied orbital energy (Eh): 0.0255
Energy relative to the best compared isomer or geometry (same formula, charge and spin) (kcal/mol): 117.2

```
15
Properties=species:S:1:pos:R:3:forces:R:3:mulliken_charge:R:1
H -1.00099 0.76810 -1.41421 0.100 -0.095 0.208 0.36
H -1.95142 -1.69544 0.07729 0.061 0.129 0.015 0.41
C 0.87656 -0.09269 -0.82159 0.212 0.310 -0.197 -0.31
C -1.71804 -0.69752 0.47638 -0.110 -0.136 0.134 -1.39
C -0.28076 0.68306 -0.60195 0.263 -0.007 -0.413 -0.11
H -1.20067 1.82863 0.58209 0.138 0.019 -0.021 0.42
H -1.47498 -0.78305 1.54420 -0.043 0.029 -0.148 0.30
H -0.25476 -0.66757 -0.27016 -0.363 -0.090 0.141 0.19
H 2.66217 0.75981 0.11424 -0.172 -0.146 -0.022 0.26
C 1.99497 -0.11120 0.18507 0.066 -0.047 0.104 -1.04
H 1.05499 -0.41148 -1.84495 -0.105 0.026 0.169 0.41
H 1.59131 -0.11948 1.20409 0.060 -0.008 -0.092 0.29
H -2.62499 -0.08320 0.36381 0.174 -0.093 0.016 0.35
H 2.60958 -1.00882 0.06343 -0.096 0.127 0.018 0.34
O -0.28299 1.63086 0.34228 -0.185 -0.018 0.087 -0.47
```
Positions in Å, forces in eV/Å.